# H18O9

A 9-piece molecular cluster, H18O9 overall (the ωB97M-V functional and the def2-TZVPD basis, the OMol25 dataset).

Structure (XYZ):
```
27
Properties=species:S:1:pos:R:3:lowdin_charge:R:1
H 0.13 0.19 0.91 0.068
H 1.00 -1.04 0.71 0.051
H 2.88 0.29 -1.44 -0.045
H 3.72 -0.50 -0.45 0.020
H -0.67 -3.84 -1.80 0.044
H -1.17 -2.41 -1.73 0.020
H 3.20 -0.55 3.23 0.039
H 3.18 -1.28 1.90 0.007
H -1.59 2.97 2.52 0.027
H -0.33 3.68 2.05 0.032
H 1.51 1.50 -2.52 0.072
H 1.01 0.40 -1.60 0.035
H -1.22 -0.84 -0.87 -0.006
H -1.91 -0.47 0.44 0.020
H -2.08 2.87 -1.49 0.028
H -2.16 3.01 -3.00 0.036
H -4.11 -2.67 2.22 0.037
H -4.07 -1.18 1.91 0.033
O 0.11 -0.71 0.56 -0.060
O 3.62 0.38 -0.82 -0.073
O -0.36 -2.94 -1.74 -0.047
O 3.68 -1.21 2.72 -0.049
O -0.84 3.49 2.84 -0.058
O 1.53 0.55 -2.40 -0.030
O -1.87 -0.24 -0.50 -0.081
O -1.58 2.70 -2.30 -0.062
O -3.95 -2.05 1.50 -0.056
```

Output
* spin multiplicity: 1
* orbital gap: 10.73 eV
* SMILES string: O.O.O.O.O.O.O.O.O
* relative energy (zero: lowest compared OMol25 entry of this formula, charge and spin): 3.4342 eV
* E_HOMO: -10.97 eV

# H18O9

A 9-piece molecular cluster, H18O9 overall (the ωB97M-V functional and the def2-TZVPD basis, the OMol25 dataset).

Structure (XYZ):
```
27
Properties=species:S:1:pos:R:3:lowdin_charge:R:1
H -0.49 0.02 -1.48 0.034
H 0.54 0.27 -0.39 0.041
H 4.56 0.29 -1.65 0.031
H 4.76 1.79 -1.66 0.031
H -1.91 -1.31 1.06 0.008
H -3.23 -1.90 1.53 0.028
H 3.51 -4.66 -1.03 0.034
H 2.56 -3.53 -0.65 0.019
H 3.17 -2.61 3.01 0.037
H 2.12 -1.68 2.42 0.030
H -4.85 -0.95 -1.47 0.011
H -5.06 -0.97 0.03 0.023
H -1.13 3.09 0.64 0.014
H -2.03 3.08 1.86 0.037
H 2.65 4.91 -0.20 0.034
H 1.39 4.09 0.02 0.022
H -3.53 0.23 -1.52 0.043
H -2.40 0.23 -0.50 0.024
O -0.19 0.69 -0.85 -0.058
O 5.00 1.00 -1.17 -0.062
O -2.27 -2.05 1.55 -0.045
O 2.61 -4.36 -1.15 -0.062
O 2.55 -2.53 2.28 -0.058
O -5.54 -0.95 -0.80 -0.050
O -2.01 3.34 0.94 -0.056
O 1.96 4.74 0.45 -0.057
O -2.73 -0.25 -1.27 -0.054
```

Output
* spin multiplicity: 1
* orbital gap: 11.10 eV
* SMILES string: O.O.O.O.O.O.O.O.O
* relative energy (zero: lowest compared OMol25 entry of this formula, charge and spin): 3.1418 eV
* E_HOMO: -11.47 eV

# H18O9

A 9-piece molecular cluster, H18O9 overall (the ωB97M-V functional and the def2-TZVPD basis, the OMol25 dataset).

Structure (XYZ):
```
27
Properties=species:S:1:pos:R:3:lowdin_charge:R:1
H -1.11 -0.53 0.83 0.009
H -0.76 0.67 1.69 0.059
H 0.90 3.61 -2.13 0.054
H 1.64 4.52 -1.15 0.059
H 1.27 -2.07 1.78 0.021
H 2.55 -1.98 2.60 0.051
H 1.94 0.97 2.61 0.054
H 1.10 -0.23 2.21 0.000
H 1.45 1.83 -0.82 -0.016
H 2.09 0.51 -1.21 0.033
H -1.85 -0.15 -3.54 0.031
H -0.77 0.92 -3.42 0.026
H -0.25 -2.67 -1.93 0.038
H -0.14 -1.18 -1.68 0.016
H -2.76 0.10 0.99 0.011
H -2.35 1.56 0.95 0.035
H -0.91 -2.99 0.65 0.024
H -1.75 -2.24 1.67 0.023
O -0.47 0.19 0.91 -0.069
O 1.35 3.60 -1.27 -0.041
O 1.63 -2.25 2.66 -0.054
O 1.58 0.52 1.84 -0.100
O 1.92 1.07 -0.45 -0.074
O -1.73 0.80 -3.45 -0.053
O 0.40 -1.96 -1.85 -0.050
O -2.93 0.93 0.53 -0.049
O -1.78 -2.99 1.07 -0.038
```

Output
* spin multiplicity: 1
* orbital gap: 10.05 eV
* SMILES string: O.O.O.O.O.O.O.O.O
* relative energy (zero: lowest compared OMol25 entry of this formula, charge and spin): 4.4768 eV
* E_HOMO: -10.08 eV

# H18O9

A 9-piece molecular cluster, H18O9 overall (the ωB97M-V functional and the def2-TZVPD basis, the OMol25 dataset).

Structure (XYZ):
```
27
Properties=species:S:1:pos:R:3:lowdin_charge:R:1
H 0.47 1.72 -0.53 0.045
H 1.22 0.46 -0.13 0.047
H 1.62 -2.77 2.64 -0.020
H 0.74 -2.53 3.85 0.039
H -0.46 -1.95 -0.62 0.010
H -1.85 -2.41 -0.22 0.040
H -1.84 2.75 -0.27 -0.029
H -1.02 2.83 1.01 0.062
H -4.00 4.09 0.11 0.065
H -2.77 4.06 -0.79 0.053
H -2.98 1.26 -2.29 0.051
H -1.48 1.39 -2.13 0.043
H 1.77 -2.42 0.74 0.027
H 2.98 -2.69 -0.15 0.045
H 1.79 -0.81 2.03 -0.011
H 0.83 0.32 1.67 -0.026
H 2.90 -1.97 -2.45 0.026
H 2.28 -1.19 -3.60 0.041
O 0.69 1.18 0.23 -0.064
O 1.06 -3.23 3.27 -0.054
O -1.37 -1.99 -0.94 -0.052
O -1.01 3.10 0.08 -0.088
O -3.37 3.48 -0.32 -0.062
O -2.28 1.18 -1.63 -0.046
O 2.73 -2.30 0.70 -0.033
O 1.18 -0.17 2.42 -0.054
O 2.17 -1.38 -2.66 -0.054
```

Output
* spin multiplicity: 1
* orbital gap: 10.45 eV
* SMILES string: O.O.O.O.O.O.O.O.O
* relative energy (zero: lowest compared OMol25 entry of this formula, charge and spin): 3.3429 eV
* E_HOMO: -10.52 eV

# H18O9

A 9-piece molecular cluster, H18O9 overall (the ωB97M-V functional and the def2-TZVPD basis, the OMol25 dataset).

Structure (XYZ):
```
27
Properties=species:S:1:pos:R:3:lowdin_charge:R:1
O -1.70 3.97 0.14 -0.070
H -2.30 4.46 -0.43 0.031
H -1.83 3.05 -0.11 -0.014
O 0.39 0.69 -0.80 -0.052
H 1.00 0.31 -0.17 0.035
H -0.46 0.75 -0.33 0.023
O -2.41 1.17 -0.73 -0.055
H -2.87 0.59 -0.09 0.029
H -2.43 0.68 -1.56 0.069
O 3.95 1.39 -1.43 -0.055
H 3.64 1.14 -0.55 0.022
H 3.68 2.31 -1.52 0.041
O 2.33 -3.16 1.14 -0.051
H 2.00 -3.85 1.73 0.041
H 2.01 -2.33 1.52 -0.024
O -3.44 -1.14 0.50 -0.071
H -3.91 -1.97 0.63 0.054
H -2.51 -1.32 0.78 -0.007
O 0.95 0.66 -3.53 -0.084
H 1.71 0.08 -3.50 0.025
H 0.68 0.76 -2.60 -0.024
O -0.89 -1.79 0.96 -0.051
H -0.89 -1.99 0.01 0.077
H 0.00 -2.01 1.25 0.012
O 1.29 -0.90 2.57 -0.049
H 0.91 -0.05 2.83 0.077
H 1.09 -1.49 3.31 0.072
```

Output
* spin multiplicity: 1
* orbital gap: 10.04 eV
* SMILES string: O.O.O.O.O.O.O.O.O
* relative energy (zero: lowest compared OMol25 entry of this formula, charge and spin): 2.1331 eV
* E_HOMO: -10.41 eV

# H18O9

A 9-piece molecular cluster, H18O9 overall (the ωB97M-V functional and the def2-TZVPD basis, the OMol25 dataset).

Structure (XYZ):
```
27
Properties=species:S:1:pos:R:3:lowdin_charge:R:1
O 1.12 3.15 -1.77 -0.016
H 1.05 2.24 -1.55 -0.010
H 1.49 3.22 -2.62 0.007
O -0.41 -1.66 2.80 -0.034
H -1.30 -2.02 2.65 0.055
H -0.25 -1.08 3.52 0.018
O 2.75 -1.13 2.01 -0.045
H 1.92 -0.81 1.55 0.030
H 3.40 -1.04 1.35 -0.016
O 0.79 -0.41 -0.81 -0.013
H 0.74 -1.00 -1.55 0.047
H 0.50 -0.67 0.04 -0.008
O -2.50 -3.02 -1.11 -0.051
H -3.44 -3.02 -1.28 0.035
H -2.14 -2.30 -0.64 -0.028
O 4.38 -0.62 -1.30 -0.046
H 4.66 -0.89 -0.42 0.013
H 4.27 0.33 -1.24 0.041
O -1.51 2.40 1.73 -0.030
H -0.58 2.22 1.61 0.035
H -1.76 3.29 1.54 0.030
O -2.75 -0.38 0.56 -0.063
H -2.50 -0.41 1.49 0.013
H -2.07 0.30 0.37 0.016
O -1.89 1.31 -1.97 -0.046
H -2.72 0.93 -2.36 0.070
H -1.27 1.06 -2.61 -0.004
```

Output
* spin multiplicity: 1
* orbital gap: 11.22 eV
* SMILES string: O.O.O.O.O.O.O.O.O
* relative energy (zero: lowest compared OMol25 entry of this formula, charge and spin): 3.4638 eV
* E_HOMO: -11.19 eV